Record 1
Molecular formula: C29H23Cl5F3N2O7S2Sc
Method: DFT, wB97M-V/def2-TZVPD

As for the spin multiplicity: 2. The total energy is -160885.1755 eV. As for the charge: -1. For the gap between HOMO and LUMO (alpha / beta), the calculation gives 0.225 / 0.259 Eh. The energy above the lowest of the compared OMol25 structures with the same formula, charge and spin is 338.2 kcal/mol. The highest occupied orbital energy (alpha / beta) is -4.08 / -5.16 eV. Its expectation value of S² is 0.793.

Last column: Löwdin spin population.
Positions of all 72 atoms, in Å:
Sc: 0.586 -0.339 -0.293  0.002
C: -3.967 0.866 -2.276  0.000
C: -3.943 -0.577 -1.765  0.000
C: -4.473 -0.615 -0.335  0.000
C: -2.568 -1.210 -1.910  0.000
C: -1.842 -1.073 -3.104  0.000
C: -0.591 -1.627 -3.259  0.000
C: -0.010 -2.401 -2.241  0.000
C: 1.317 -3.090 -2.448  0.002
C: -0.729 -2.560 -1.062  0.003
C: -1.979 -1.941 -0.894  0.000
H: -4.964 1.291 -2.141  0.000
H: -3.721 0.943 -3.335  0.000
H: -3.264 1.484 -1.716  0.000
H: -4.625 -1.172 -2.386  0.000
H: -3.809 -0.069 0.340  0.000
H: -4.583 -1.631 0.045  0.000
H: -5.454 -0.139 -0.294  0.000
H: -2.251 -0.487 -3.916  0.000
H: -0.040 -1.459 -4.178  0.000
H: 1.231 -3.844 -3.234  0.000
H: 1.648 -3.584 -1.535  0.002
H: 2.098 -2.391 -2.751  0.000
H: -0.335 -3.177 -0.258  0.004
H: -2.465 -2.063 0.064  0.000
Cl: -0.889 0.776 1.800  0.001
C: 0.247 0.666 3.130  0.001
C: 1.414 -0.186 3.436  0.006
C: 2.196 -1.248 3.105  0.038
Cl: 1.988 -2.056 1.419  0.027
C: 1.857 0.333 4.764  0.003
Cl: 3.196 -0.238 5.663  0.002
C: 1.064 1.342 5.167  0.000
Cl: 1.180 2.262 6.604  0.000
C: 0.064 1.542 4.147  -0.001
Cl: -1.160 2.729 4.264  0.000
F: -2.043 3.137 -3.642  0.000
C: -0.775 2.738 -3.475  0.000
F: -0.620 1.589 -4.131  0.000
F: 0.017 3.652 -4.032  0.000
S: -0.375 2.570 -1.657  0.000
O: -1.450 3.225 -0.974  0.000
O: 0.950 3.104 -1.534  0.000
O: -0.415 1.088 -1.481  0.000
O: 4.662 -2.310 1.430  0.111
N: 3.503 -1.894 0.729  0.007
C: 4.820 -3.042 2.534  0.183
C: 4.092 -3.934 3.263  0.025
C: 2.840 -4.585 3.265  0.276
C: 1.598 -4.426 2.618  0.033
C: 0.933 -3.541 1.814  0.260
H: 5.850 -2.895 2.836  0.010
H: 4.729 -4.313 4.056  -0.004
H: 2.827 -5.412 3.967  0.015
H: 0.908 -5.240 2.852  -0.005
H: -0.084 -1.389 0.951  0.000
O: 2.003 1.015 0.461  0.000
C: 2.712 1.002 -0.584  0.000
N: 2.482 0.086 -1.519  0.000
S: 3.294 0.425 -2.908  0.000
O: 2.377 0.885 -3.910  0.000
O: 4.184 -0.646 -3.249  0.000
C: 4.193 1.789 -2.214  0.000
C: 5.158 2.584 -2.793  0.000
C: 5.693 3.602 -2.010  0.000
C: 5.264 3.806 -0.701  0.000
C: 4.285 2.998 -0.136  0.000
C: 3.764 1.986 -0.917  0.000
H: 5.484 2.425 -3.812  0.000
H: 6.454 4.248 -2.426  0.000
H: 5.698 4.608 -0.119  0.000
H: 3.930 3.146 0.875  0.000

---

Record 2
Molecular formula: C9H11N4
Method: DFT, wB97M-V/def2-TZVPD

The total energy is -15460.9455 eV. As for the charge: +1. For the gap between HOMO and LUMO (alpha / beta), the calculation gives 0.267 / 0.267 Eh. The energy above the lowest of the compared OMol25 structures with the same formula, charge and spin is 105.2 kcal/mol. The highest occupied orbital energy (alpha / beta) is -12.56 / -12.56 eV. As for the SMILES: C[C@@H]1[C@@H](C)N1c1cnccc1[N+]#N.

Last column: natural (NBO) charge in e.
Positions of all 24 atoms, in Å:
C: 1.538 -1.600 -0.811  -0.629
C: 0.249 -0.807 -1.113  -0.030
C: 0.403 0.659 -1.061  -0.031
C: -0.322 1.421 -2.144  -0.637
N: -0.377 -0.052 -0.077  -0.344
C: -0.835 0.033 1.115  0.308
C: -0.790 1.268 1.888  0.024
N: -1.130 1.288 3.099  -0.323
C: -1.396 0.212 3.847  -0.011
C: -1.668 -1.038 3.293  -0.161
C: -1.277 -1.150 1.951  -0.097
N: -1.234 -2.325 1.374  0.126
N: -1.303 -3.317 0.858  0.228
H: 2.347 -1.030 -1.247  0.240
H: 1.500 -2.594 -1.286  0.246
H: 1.598 -1.545 0.272  0.217
H: -0.439 -1.201 -1.856  0.233
H: 1.301 1.113 -0.635  0.230
H: 0.287 1.892 -2.953  0.264
H: -0.848 2.345 -1.828  0.238
H: -1.143 0.607 -2.417  0.214
H: -0.520 2.240 1.459  0.222
H: -1.742 0.436 4.829  0.225
H: -1.772 -1.947 3.827  0.248

---

Record 3
Molecular formula: C12H8Cl16O3
Method: DFT, wB97M-V/def2-TZVPD

The total energy is -219071.3555 eV. For the gap between HOMO and LUMO, the calculation gives 0.329 Eh. The highest occupied orbital energy is -10.02 eV. As for the SMILES: O=C1C=CC(=O)C(CCO)=C1.ClC(Cl)(Cl)Cl.ClC(Cl)(Cl)Cl.ClC(Cl)(Cl)Cl.ClC(Cl)(Cl)Cl.

Last column: natural (NBO) charge in e.
Positions of all 39 atoms, in Å:
O: 2.826 -2.944 4.153  -0.492
C: 2.192 -2.797 3.142  0.503
C: 2.749 -3.080 1.769  -0.261
C: 2.319 -2.300 0.777  -0.229
C: 1.338 -1.222 1.103  0.505
O: 1.395 -0.131 0.589  -0.497
C: 0.323 -1.582 2.139  -0.019
C: -1.096 -1.088 2.004  -0.477
C: -2.141 -2.191 2.177  -0.054
O: -2.536 -2.653 0.881  -0.722
C: 0.774 -2.338 3.146  -0.261
H: 3.457 -3.878 1.613  0.238
H: 2.652 -2.433 -0.247  0.237
H: -1.294 -0.216 2.630  0.239
H: -1.208 -0.738 0.972  0.249
H: -3.001 -1.815 2.740  0.171
H: -1.750 -3.050 2.732  0.165
H: -2.673 -3.603 0.953  0.473
H: 0.099 -2.639 3.941  0.228
Cl: -0.127 4.838 -0.538  0.058
C: 0.530 3.213 -0.313  -0.224
Cl: 0.964 2.539 -1.889  0.053
Cl: 1.964 3.287 0.713  0.063
Cl: -0.690 2.189 0.446  0.057
Cl: -5.013 4.645 -2.638  0.055
C: -3.496 5.315 -3.250  -0.227
Cl: -2.150 4.286 -2.753  0.058
Cl: -3.546 5.404 -5.011  0.060
Cl: -3.260 6.939 -2.588  0.049
Cl: 2.566 -5.661 2.671  0.050
C: 2.521 -7.290 3.370  -0.221
Cl: 3.018 -8.467 2.150  0.057
Cl: 3.619 -7.361 4.746  0.066
Cl: 0.875 -7.653 3.904  0.051
Cl: -1.983 7.583 -7.764  0.050
C: -0.438 6.895 -7.245  -0.227
Cl: 0.071 5.659 -8.400  0.055
Cl: 0.780 8.173 -7.176  0.056
Cl: -0.632 6.167 -5.651  0.065

---

Record 4
Molecular formula: C3H10NO2
Method: DFT, wB97M-V/def2-TZVPD

The total energy is -8850.0430 eV. As for the charge: +1. For the gap between HOMO and LUMO, the calculation gives 0.327 Eh. The energy above the lowest of the compared OMol25 structures with the same formula, charge and spin is 53.0 kcal/mol. The highest occupied orbital energy is -14.06 eV.

Last column: natural (NBO) charge in e.
Positions of all 16 atoms, in Å:
C: 2.402 -0.890 -1.282  -0.100
C: 2.380 -2.029 -0.642  -0.306
C: 0.329 0.217 -0.759  0.153
N: 1.219 -0.136 -1.599  -0.414
H: 3.330 -0.525 -1.718  0.247
H: 1.520 -2.558 -0.253  0.227
H: 3.302 -2.587 -0.527  0.245
H: -0.420 0.937 -1.054  0.238
H: 0.325 -0.257 0.209  0.256
H: 1.414 0.425 -2.428  0.444
H: -4.246 3.334 1.294  0.478
H: -3.395 2.823 2.447  0.469
O: -3.331 3.143 1.540  -0.946
H: -1.534 -0.305 2.221  0.490
H: -1.641 -1.841 1.917  0.496
O: -1.307 -0.993 1.591  -0.977

---

Record 5
Molecular formula: C3H11N3
Method: DFT, wB97M-V/def2-TZVPD

The total energy is -7758.8337 eV. For the gap between HOMO and LUMO, the calculation gives 0.359 Eh. The energy above the lowest of the compared OMol25 structures with the same formula, charge and spin is 28.8 kcal/mol. The highest occupied orbital energy is -8.71 eV. As for the SMILES: [H]/N=C/N.CNC.

Last column: natural (NBO) charge in e.
Positions of all 17 atoms, in Å:
H: -3.183 1.037 -1.215  0.341
N: -2.224 0.969 -0.887  -0.764
C: -2.220 1.042 0.391  0.294
N: -1.238 0.637 1.229  -0.832
H: -3.030 1.584 0.893  0.127
H: -0.504 -0.011 0.918  0.427
H: -1.238 0.987 2.166  0.385
C: 1.915 -0.942 0.726  -0.425
N: 0.834 -1.013 -0.270  -0.643
C: 0.930 -0.082 -1.353  -0.452
H: 2.072 0.103 0.973  0.200
H: 2.844 -1.463 0.435  0.174
H: 1.596 -1.543 1.580  0.194
H: 0.818 -1.967 -0.608  0.360
H: 1.853 -0.203 -1.927  0.165
H: 0.022 -0.110 -1.966  0.240
H: 0.752 0.974 -1.086  0.209

---

> Number 5 is which compound?

C3H11N3